Here is C68H58N10O6S5W as an isolated structure at a distorted geometry from the OMol25 dataset. Energies are from ωB97M-V/def2-TZVPD.

Values from the calculation:
Charge: 0
HOMO energy (alpha / beta) in eV: -6.7 / -6.7
Max |F| in eV Å⁻¹: 2.2
Kohn-Sham gap (alpha / beta) in Ha: 0.2405 / 0.2424
LUMO (alpha / beta) in eV: -0.178 / -0.139
Spin multiplicity: 3

Cartesian coordinates (Å):
W -0.136 0.453 0.616
N 0.491 1.798 4.524
C 0.398 0.502 5.012
C 0.496 -0.016 6.295
C 0.353 -1.383 6.423
C 0.145 -2.201 5.302
C 0.054 -1.670 4.034
C 0.156 -0.293 3.900
N 0.090 0.525 2.769
C 0.367 1.745 3.195
C 0.637 2.803 2.249
C 0.805 4.102 2.478
S 1.160 4.938 1.001
C 0.802 3.427 0.072
N 0.779 2.354 0.942
H 0.871 2.589 5.015
H 0.697 0.614 7.153
H 0.417 -1.833 7.405
H 0.057 -3.272 5.432
H -0.072 -2.293 3.165
H 0.728 4.634 3.416
H 1.510 3.356 -0.744
C -1.776 -6.293 0.069
C -1.149 -5.098 -0.612
C -0.628 -5.441 -1.997
O -0.099 -4.600 0.212
C -0.237 -3.200 0.393
C -1.465 -2.823 -0.458
O -2.109 -4.058 -0.699
C -2.411 -1.804 0.243
O -1.599 -0.677 0.394
C -2.915 -2.307 1.609
C -2.780 -1.502 2.732
C -3.288 -1.892 3.965
C -3.937 -3.107 4.103
C -4.055 -3.938 2.997
C -3.552 -3.545 1.764
C -3.576 -1.475 -0.711
C -4.869 -1.967 -0.572
C -5.848 -1.661 -1.511
C -5.559 -0.851 -2.597
C -4.277 -0.335 -2.729
C -3.298 -0.649 -1.798
C 1.108 -2.482 0.084
O 0.936 -1.098 0.276
C 2.216 -2.936 1.038
C 3.499 -2.437 0.815
C 4.547 -2.766 1.655
C 4.328 -3.599 2.747
C 3.055 -4.091 2.984
C 2.004 -3.767 2.129
C 1.507 -2.808 -1.367
C 1.013 -2.076 -2.442
C 1.327 -2.418 -3.752
C 2.153 -3.502 -4.010
C 2.644 -4.248 -2.949
C 2.312 -3.914 -1.642
H -1.047 -7.102 0.118
H -2.649 -6.623 -0.497
H -2.077 -6.025 1.081
H 0.234 -6.104 -1.912
H -0.326 -4.535 -2.523
H -1.415 -5.935 -2.569
H -0.484 -2.995 1.436
H -1.170 -2.372 -1.404
H -2.305 -0.544 2.632
H -3.176 -1.233 4.820
H -4.352 -3.404 5.059
H -4.555 -4.896 3.082
H -3.653 -4.202 0.915
H -5.133 -2.579 0.277
H -6.847 -2.060 -1.381
H -6.324 -0.619 -3.328
H -4.039 0.323 -3.560
H -2.308 -0.236 -1.904
H 3.678 -1.780 -0.029
H 5.535 -2.361 1.467
H 5.146 -3.859 3.407
H 2.868 -4.727 3.841
H 1.030 -4.202 2.316
H 0.355 -1.244 -2.256
H 0.920 -1.834 -4.570
H 2.407 -3.768 -5.029
H 3.286 -5.100 -3.135
H 2.681 -4.517 -0.823
O -3.607 0.923 1.436
C -3.122 1.844 0.849
N -3.774 2.964 0.440
C -2.883 3.972 -0.065
C -1.619 3.122 -0.137
O -0.554 3.591 -0.667
N -1.725 1.979 0.441
C -2.636 5.103 0.951
C -3.057 4.986 2.271
C -2.880 6.041 3.156
C -2.269 7.213 2.730
C -1.801 7.311 1.426
C -1.983 6.261 0.541
C -3.392 4.531 -1.389
C -4.509 5.362 -1.372
C -5.034 5.852 -2.556
C -4.446 5.517 -3.771
C -3.324 4.704 -3.790
C -2.794 4.215 -2.602
H -4.749 3.115 0.629
H -3.538 4.074 2.606
H -3.233 5.951 4.176
H -2.169 8.052 3.407
H -1.298 8.212 1.096
H -1.631 6.339 -0.482
H -4.965 5.634 -0.425
H -5.893 6.509 -2.530
H -4.866 5.889 -4.696
H -2.852 4.458 -4.734
H -1.908 3.593 -2.615
C -1.251 0.461 -5.497
C -1.138 1.706 -4.608
C -0.218 1.473 -3.454
N -0.593 1.197 -2.268
N 0.440 0.931 -1.402
C 1.636 0.970 -1.968
N 2.758 0.683 -1.334
S 1.529 1.425 -3.635
H -1.993 0.626 -6.279
H -1.562 -0.401 -4.904
H -0.297 0.229 -5.974
H -2.116 1.960 -4.199
H -0.773 2.551 -5.197
H 2.772 0.612 -0.294
H 3.654 0.754 -1.789
S 8.878 0.882 1.923
C 7.274 0.729 1.523
S 6.008 0.728 2.711
C 4.774 0.646 1.459
N 5.284 0.603 0.269
N 6.678 0.633 0.304
C 7.307 0.586 -0.975
C 8.572 0.047 -1.169
C 9.107 -0.004 -2.450
C 8.395 0.461 -3.543
C 7.130 1.000 -3.346
C 6.593 1.069 -2.072
S 3.117 0.595 1.850
H 9.142 -0.322 -0.333
H 10.096 -0.423 -2.588
H 8.818 0.407 -4.539
H 6.559 1.372 -4.188
H 5.625 1.518 -1.902

=====

Here is a 6-piece molecular cluster, H18N6 overall at a distorted geometry from the OMol25 dataset. Energies are from ωB97M-V/def2-TZVPD.

Values from the calculation:
Charge: 0
HOMO energy in eV: -9.4
Max |F| in eV Å⁻¹: 5.2
Kohn-Sham gap in Ha: 0.3711
SMILES: N.N.N.N.N.N
LUMO in eV: 0.690

Cartesian coordinates (Å):
N -3.273 -1.122 0.167
H -4.072 -0.758 0.748
H -3.564 -0.825 -0.750
H -2.450 -0.649 0.332
N -0.029 -2.718 1.044
H -0.758 -2.696 0.318
H 0.115 -1.838 1.520
H -0.373 -3.372 1.744
N -0.660 1.792 -1.100
H -0.179 0.951 -1.052
H -0.524 2.275 -1.996
H -1.650 1.577 -1.039
N 1.116 0.260 2.072
H 1.680 0.473 2.849
H 0.268 0.855 2.113
H 1.562 0.411 1.263
N 0.930 -0.879 -1.721
H 0.113 -1.316 -2.101
H 1.126 -1.260 -0.822
H 1.759 -1.147 -2.209
N 2.371 2.363 -0.196
H 2.073 1.660 -0.780
H 2.811 3.159 -0.795
H 1.610 2.804 0.392

=====

Here is C14H19AuCl2NO4 as an isolated structure at a distorted geometry from the OMol25 dataset. Energies are from ωB97M-V/def2-TZVPD.

Values from the calculation:
Charge: +1
HOMO energy in eV: -10.0
Max |F| in eV Å⁻¹: 6.4
Kohn-Sham gap in Ha: 0.1873
LUMO in eV: -4.943

Cartesian coordinates (Å):
Au -0.486 -0.730 -0.625
C 1.257 1.905 -1.210
C 1.920 1.571 0.119
O 1.901 0.157 0.301
C 2.353 -0.338 1.546
C 1.253 -0.457 2.607
O 0.125 -1.069 1.899
C -1.083 -0.754 2.123
C -1.804 0.909 0.943
O -3.260 -0.586 -0.145
C -2.185 2.005 -0.025
C -0.943 2.611 -0.661
O -0.142 1.593 -1.254
H 1.717 1.304 -1.994
H 1.393 2.966 -1.429
H 1.417 2.076 0.951
H 2.960 1.909 0.074
H 3.163 0.282 1.938
H 2.727 -1.339 1.335
H 0.937 0.511 2.996
H 1.556 -1.109 3.423
H -1.205 -0.537 3.199
H -1.752 -2.837 1.926
H -1.072 1.348 1.637
H -3.239 -0.444 2.003
H -2.727 2.788 0.512
H -2.847 1.588 -0.783
H -0.366 3.136 0.107
H -1.219 3.316 -1.448
Cl -2.334 -0.652 1.003
C -2.397 -2.317 1.207
C -3.326 -3.186 0.640
C -3.290 -4.570 0.801
C -2.125 -5.342 0.672
C -0.947 -4.953 0.069
Cl 0.417 -6.033 0.028
C -0.784 -3.762 -0.613
N -0.666 -2.773 -1.211
H -4.216 -2.704 0.238
H -4.227 -5.080 0.985
H -2.151 -6.377 0.995

=====

Here is C14H29BCrF4O13 as an isolated structure at a distorted geometry from the OMol25 dataset. Energies are from ωB97M-V/def2-TZVPD.

Values from the calculation:
Charge: 0
HOMO energy (alpha / beta) in eV: -4.1 / -10.4
Max |F| in eV Å⁻¹: 5.8
Kohn-Sham gap (alpha / beta) in Ha: 0.1579 / 0.2682
LUMO (alpha / beta) in eV: 0.213 / -3.129
Spin multiplicity: 9

Cartesian coordinates (Å):
Cr 0.646 0.080 -0.216
C -3.443 -1.051 1.277
C -2.756 -0.803 -0.025
O -1.402 -0.678 0.131
H -3.630 -0.066 1.705
H -2.951 -1.795 1.904
H -4.447 -1.465 1.184
H -3.123 -0.003 -0.668
H -2.915 -1.748 -0.545
B 3.161 0.770 -1.000
F 2.594 -0.452 -1.010
F 4.241 0.755 -0.133
F 3.499 1.235 -2.247
F 2.180 1.481 -0.457
C 1.615 -2.021 -3.980
O 0.288 -1.619 -4.412
C -0.343 -0.670 -3.614
O 0.080 -0.078 -2.569
O -1.435 -0.304 -4.257
C -2.272 0.780 -3.792
H 1.677 -2.459 -2.984
H 2.314 -1.201 -4.147
H 1.766 -2.867 -4.650
H -2.776 0.588 -2.845
H -2.887 1.342 -4.495
H -1.648 1.643 -3.562
C -1.254 0.247 3.693
O -0.360 1.275 3.702
C 0.644 1.405 2.853
O 0.887 0.704 1.917
O 1.365 2.465 3.310
C 2.533 2.795 2.554
H -1.676 0.155 4.694
H -0.980 -0.672 3.175
H -1.990 0.762 3.077
H 3.012 3.659 3.013
H 2.084 3.162 1.631
H 3.185 1.926 2.462
C 0.045 3.903 -2.634
O -0.966 4.000 -1.717
C -1.013 3.157 -0.658
O -0.328 2.189 -0.460
O -1.945 3.585 0.160
C -2.397 2.930 1.238
H -0.183 4.477 -3.532
H 0.258 2.868 -2.904
H 0.980 4.298 -2.237
H -3.399 2.550 1.040
H -2.209 3.570 2.101
H -1.794 2.066 1.518
C 2.056 -5.437 0.162
O 1.923 -3.984 -0.055
C 1.492 -3.078 0.868
O 1.269 -1.930 0.549
O 1.347 -3.657 2.003
C 0.844 -2.934 3.102
H 1.337 -5.997 0.760
H 2.990 -5.778 0.608
H 2.096 -5.999 -0.771
H -0.204 -2.730 2.882
H 1.315 -1.958 3.221
H 1.002 -3.391 4.078

=====

- charge of number 2 (H18N6)?
  0

=====

- Which of these has the highest max |F|?
  C14H19AuCl2NO4